Here is a 3-piece molecular cluster, CHN3O3S overall from the OMol25 dataset. Energies are from wB97M-V/def2-TZVPD.

* E_tot: -826.77768 hartree
* net charge: 0
* relative energy (zero: lowest compared OMol25 entry of this formula, charge and spin): 86.9 kcal per mole

Atoms and positions in Å:
C -3.05 -1.72 -1.98
N 0.30 1.04 -2.10
N -1.90 1.70 -2.01
N -0.83 1.39 -1.95
O -4.12 -1.35 -2.19
O -1.98 -2.11 -1.83
O 2.48 2.93 0.77
S 2.03 2.13 -0.37
H 0.53 0.13 -2.46